Run w
Molecular formula: C7H14N3
Method: DFT, ωB97M-V/def2-TZVPD

Geometry as XYZ:
```
24
C7H14N3 ωB97M-V/def2-TZVPD
C 2.0501 0.1223 1.6747
C 0.7781 0.6428 1.2242
C 1.6588 -0.7468 -1.2108
C -2.4522 -0.1777 0.1685
C -1.2185 1.5900 -1.1583
C 0.3741 -1.1839 -0.3695
C -1.2332 0.7671 0.1390
N 2.2053 -1.1328 1.7818
N 2.0651 -2.2294 1.6640
N -0.0415 0.0323 0.4078
H 2.7001 0.8161 2.1512
H 0.4261 1.5803 1.5738
H 2.5137 -0.9425 -0.5891
H 1.6773 -1.3690 -2.0535
H 1.4929 0.2067 -1.5148
H -3.2050 0.3774 0.6625
H -2.7706 -0.5892 -0.7540
H -2.3274 -1.0435 0.7948
H -1.9971 2.2756 -1.5139
H -1.2093 0.9624 -1.9773
H -0.2429 2.2152 -1.2102
H 0.7393 -2.1497 0.1285
H -0.4759 -1.4750 -1.0455
H -1.5074 1.4513 1.0260
```

For the LUMO energy, the calculation gives -0.16810 Ha. Its frontier orbital gap is 9.2 eV. As for the total charge: +1.

---

Run x
Molecular formula: C7H14N3
Method: DFT, ωB97M-V/def2-TZVPD

Geometry as XYZ:
```
24
C7H14N3 ωB97M-V/def2-TZVPD
C -0.3602 -0.9503 1.3390
C 1.7710 -0.3418 0.0465
C 0.0991 1.8488 1.5081
C -2.2363 -1.5585 -0.4918
C -0.6046 1.2017 0.3700
C -0.8365 -0.9907 -1.0206
C -0.2205 -0.2428 0.1023
N -0.3531 -1.6844 2.2178
N 2.4689 -1.1233 0.7995
N 2.3464 0.3796 -0.8428
H 0.0438 1.1602 2.3528
H 1.1959 2.0186 1.3935
H -0.3563 2.8081 1.8812
H -2.7502 -0.8783 0.2093
H -2.1551 -2.4943 0.1635
H -2.7903 -1.8074 -1.4309
H -1.6099 1.4884 0.4972
H -0.3464 1.7722 -0.5192
H -0.2247 -1.8151 -1.3199
H -1.2550 -0.3342 -1.7645
H 2.1277 -1.5644 1.6221
H 3.4375 -1.2267 0.8989
H 1.8759 0.6854 -1.6322
H 3.3760 0.5823 -0.8752
```

For the LUMO energy, the calculation gives -0.13625 Ha. Its frontier orbital gap is 11.4 eV. As for the total charge: +1.

---

Run y
Molecular formula: C7H14N3
Method: DFT, ωB97M-V/def2-TZVPD

Geometry as XYZ:
```
24
C7H14N3 ωB97M-V/def2-TZVPD
C 2.5717 -0.9012 -0.1105
C 2.6733 0.5651 0.1382
C 1.5217 -1.7045 -0.0589
C 1.9167 1.1369 1.0761
C -0.3444 -0.1446 -0.5150
C -2.2104 1.3663 0.0494
C -1.9141 -0.1239 -0.2954
N 0.2105 -1.2478 -0.0204
N -2.3180 -1.1021 0.7573
N 0.2588 0.6617 -1.3937
H 3.5973 -1.2521 -0.2573
H 3.4929 1.0907 -0.3212
H 1.4240 -2.7525 -0.2324
H 2.0346 2.1212 1.3308
H 1.2021 0.4760 1.7393
H -1.6422 1.9066 -0.7281
H -1.8894 1.4325 1.1179
H -3.3288 1.3457 -0.0897
H -2.2775 -0.2829 -1.2892
H -2.9107 -0.6788 1.6112
H -0.3766 -1.8607 0.6816
H -0.2034 1.2731 -2.1041
H -2.7947 -1.8769 0.4681
H 1.3066 0.5522 -1.5538
```

For the LUMO energy, the calculation gives -0.13361 Ha. Its frontier orbital gap is 9.2 eV. As for the total charge: +1.

---

Most stable structure - run y; separation to the second - 5.0 kJ/mol.

---

Run w
Molecular formula: C4H14NOS
Method: DFT, ωB97M-V/def2-TZVPD

Geometry as XYZ:
```
21
C4H14NOS ωB97M-V/def2-TZVPD
C -0.6132 -1.5471 1.6522
C -0.1721 -0.5701 0.6054
C -0.3163 -1.0559 -0.8598
C 0.7792 -0.4280 -1.7654
S 2.5446 -0.6118 -1.3246
N -1.0486 0.7188 0.7413
H 0.0971 -1.5194 2.4965
H -0.7911 -2.5839 1.2074
H -1.6094 -1.3355 1.9718
H 0.8489 -0.1959 0.7011
H 0.0008 -2.1229 -0.7656
H -1.2916 -1.1436 -1.2683
H 0.5100 0.5458 -2.2147
H 0.8599 -1.1260 -2.6467
H 2.9028 -0.5585 0.0051
H -1.2977 0.9748 1.6940
H -1.9685 0.5828 0.3026
H -0.6329 1.5220 0.2643
H 0.6438 3.5378 -1.0470
H 0.4460 3.6299 0.5405
O 0.1083 3.2866 -0.2903
```

For the LUMO energy, the calculation gives -0.12090 Ha. Its frontier orbital gap is 9.2 eV. As for the total charge: +1.

---

Run x
Molecular formula: C4H14NOS
Method: DFT, ωB97M-V/def2-TZVPD

Geometry as XYZ:
```
21
C4H14NOS ωB97M-V/def2-TZVPD
C -0.4727 -0.6822 0.5712
C 0.9342 -0.5475 1.1264
C 1.9833 0.2653 0.3414
S 1.6216 0.9182 -1.3167
C 1.8446 -0.5554 -2.3170
N -1.1123 0.6405 0.2928
H -1.1129 -1.2338 1.2561
H -0.4385 -1.2770 -0.3498
H 0.8947 -0.1514 2.1359
H 1.3931 -1.5242 1.2979
H 2.2594 1.1512 0.8854
H 2.9279 -0.2417 0.2228
H 1.4862 -1.3851 -1.7025
H 1.1955 -0.4897 -3.1705
H 2.8714 -0.6594 -2.6647
H -0.8430 1.2313 1.0822
H -2.1493 0.6274 0.2802
H -0.6292 1.0445 -0.5279
H -4.5502 0.4258 0.3840
H -4.2812 1.5556 1.3544
O -3.8226 0.8876 0.8182
```

For the LUMO energy, the calculation gives -0.10949 Ha. Its frontier orbital gap is 9.6 eV. As for the total charge: +1.

---

Most stable structure - run x; separation to the second - 101.7 kJ/mol.